(1)
This record from the OMol25 dataset describes a single C2H3NO3 molecule at a distorted geometry. The level of theory is ωB97M-V with the def2-TZVPD basis set.

```
! RIJCOSX wB97M-V def2-TZVPD def2/J DEFGRID3
* xyz 0 1
O -2.257 0.087 0.513
C -1.630 -0.417 -0.327
N -0.270 -0.215 -0.487
O 0.164 0.918 0.353
C 1.457 0.695 0.388
O 2.133 -0.091 -0.244
H -2.134 -1.105 -0.938
H 0.572 -1.036 -0.704
H 1.964 1.163 1.446
*
```

## Properties
orbital gap = 11.07 eV
lowest unoccupied orbital energy = 0.74 eV
structure (SMILES) = O=CNOC=O
molecular weight = 89.0 g mol⁻¹
HOMO energy = -10.3 eV

(2)
This record from the OMol25 dataset describes a 9-piece molecular cluster, C22H64N2O9 overall at a distorted geometry. The level of theory is ωB97M-V with the def2-TZVPD basis set.

```
! RIJCOSX wB97M-V def2-TZVPD def2/J DEFGRID3
* xyz 0 1
C 1.008 2.821 -0.642
O 0.628 2.128 0.535
C 1.678 1.825 1.442
C 2.298 3.040 2.160
C 3.598 3.468 1.476
N 2.603 2.648 3.569
H 0.764 3.879 -0.546
H 0.421 2.461 -1.493
H 2.026 2.569 -0.947
H 1.133 1.284 2.219
H 2.476 1.157 1.110
H 1.632 3.895 2.289
H 4.338 2.686 1.296
H 4.053 4.282 2.044
H 3.433 3.861 0.467
H 3.378 3.220 3.898
H 1.848 3.067 4.120
C -2.855 2.896 1.066
O -2.722 3.321 2.395
C -1.426 3.233 2.913
C -1.460 3.362 4.432
C -2.057 4.620 5.010
N -0.124 3.182 5.020
H -2.296 3.530 0.369
H -3.913 2.935 0.813
H -2.548 1.854 0.911
H -0.946 2.321 2.540
H -0.769 4.045 2.546
H -2.140 2.530 4.691
H -1.387 5.426 4.690
H -2.328 4.651 6.065
H -3.010 4.953 4.580
H -0.392 3.133 6.001
H 0.382 2.336 4.793
C -2.214 0.942 -2.351
C -2.199 1.643 -3.732
O -1.409 0.954 -4.681
H -1.789 -0.051 -2.494
H -3.229 0.898 -1.959
H -1.639 1.498 -1.609
H -1.856 2.678 -3.574
H -3.243 1.807 -4.007
H -0.607 0.842 -4.146
C 0.923 -1.971 -0.576
C 0.314 -1.375 0.684
O -0.660 -0.407 0.344
H 0.227 -2.520 -1.206
H 1.698 -2.686 -0.285
H 1.385 -1.167 -1.151
H 1.075 -0.943 1.340
H -0.146 -2.190 1.254
H -0.311 0.496 0.412
C -2.901 -4.209 -1.804
C -2.170 -4.287 -0.459
O -0.862 -4.764 -0.704
H -2.368 -3.785 -2.650
H -3.893 -3.766 -1.679
H -3.206 -5.227 -2.075
H -2.725 -4.997 0.164
H -2.170 -3.312 0.039
H -0.471 -5.055 0.133
C 5.391 0.417 -3.583
C 4.811 0.927 -2.259
O 3.783 0.028 -1.826
H 4.660 0.423 -4.391
H 5.890 -0.539 -3.443
H 6.165 1.089 -3.975
H 4.328 1.891 -2.425
H 5.521 0.884 -1.440
H 3.042 -0.070 -2.437
C 0.521 -2.160 -4.386
C 1.252 -1.023 -5.026
O 1.467 0.051 -4.097
H 0.285 -2.866 -5.189
H -0.445 -1.889 -3.959
H 1.083 -2.716 -3.636
H 0.744 -0.632 -5.913
H 2.257 -1.288 -5.380
H 1.755 0.857 -4.533
C 1.921 -6.498 0.804
C 1.827 -5.281 1.703
O 0.460 -4.913 1.956
H 1.250 -6.388 -0.054
H 1.607 -7.444 1.248
H 2.925 -6.580 0.391
H 2.229 -4.455 1.104
H 2.322 -5.456 2.660
H 0.502 -4.204 2.604
C -5.503 -1.010 1.386
C -4.025 -0.748 1.314
O -3.478 -0.855 0.009
H -5.655 -1.792 0.632
H -6.184 -0.222 1.051
H -5.848 -1.297 2.375
H -3.538 -1.524 1.926
H -3.651 0.188 1.748
H -2.553 -0.571 -0.021
*
```

## Properties
orbital gap = 9.71 eV
lowest unoccupied orbital energy = 0.40 eV
structure (SMILES) = COC[C@H](C)N.COC[C@H](C)N.CCO.CCO.CCO.CCO.CCO.CCO.CCO
molecular weight = 500.8 g mol⁻¹
HOMO energy = -9.3 eV

(3)
This record from the OMol25 dataset describes C26H24Cl5NOP2Yb as an isolated structure at a distorted geometry. The level of theory is ωB97M-V with the def2-TZVPD basis set.

```
! RIJCOSX wB97M-V def2-TZVPD def2/J DEFGRID3
* xyz 1 2
C -1.205 -3.340 -0.353
C -0.415 -2.341 -0.910
C -1.111 -1.192 -1.405
C -2.485 -1.180 -1.639
C -3.242 -2.220 -1.113
C -2.602 -3.265 -0.443
C -3.102 0.124 -2.211
C -2.026 1.035 -2.815
C -0.740 0.971 -2.278
C 0.279 1.843 -2.711
C -0.049 2.811 -3.656
C -1.352 2.920 -4.152
C -2.349 2.038 -3.724
H -0.729 -4.208 0.114
H -4.328 -2.195 -1.235
H -3.207 -4.062 -0.009
H -3.781 -0.200 -3.013
H 0.732 3.491 -4.000
H -1.594 3.695 -4.877
H -3.378 2.112 -4.086
N -0.487 0.049 -1.256
Yb -0.377 -0.441 0.671
C 1.100 -2.413 -1.089
H 1.342 -2.304 -2.163
H 1.457 -3.400 -0.752
C 1.705 1.666 -2.217
H 2.249 0.945 -2.853
H 2.236 2.629 -2.279
P 2.218 -1.195 -0.284
P 1.929 1.101 -0.501
C 0.741 2.023 0.528
H 0.979 1.917 1.598
H 0.875 3.077 0.244
H -0.328 1.794 0.340
C 3.532 1.748 0.030
H 3.547 2.821 -0.206
H 3.654 1.619 1.115
H 4.359 1.255 -0.497
C 2.105 -1.620 1.480
H 2.777 -2.482 1.616
H 2.445 -0.800 2.128
H 1.099 -1.940 1.818
C 3.882 -1.594 -0.826
H 4.620 -0.903 -0.399
H 4.116 -2.617 -0.493
H 3.942 -1.552 -1.924
C -3.635 0.891 -1.134
O -3.280 1.080 -0.007
H -4.367 1.130 -1.901
Cl 2.135 1.251 3.747
C 0.596 0.609 4.228
C -0.231 0.020 3.303
C -1.424 -0.547 3.660
Cl -2.399 -1.347 2.432
C -1.870 -0.508 5.006
Cl -3.365 -1.209 5.438
C -1.047 0.118 5.976
Cl -1.551 0.189 7.603
C 0.197 0.679 5.591
Cl 1.207 1.423 6.747
*
```

## Properties
orbital gap (spin up / spin down) = 5.94 / 7.58 eV
lowest unoccupied orbital energy (spin up / spin down) = -2.71 / -2.67 eV
molecular weight = 778.7 g mol⁻¹
HOMO energy (spin up / spin down) = -8.6 / -10.3 eV

(4)
This record from the OMol25 dataset describes a single C4H9PS molecule at a distorted geometry. The level of theory is ωB97M-V with the def2-TZVPD basis set.

```
! RIJCOSX wB97M-V def2-TZVPD def2/J DEFGRID3
* xyz 0 1
C -0.974 1.818 1.706
P 0.737 1.319 1.000
C 0.269 -0.027 -0.476
C 1.179 -0.916 -1.278
C 0.400 -1.469 -0.167
S -0.958 -2.623 -0.636
H -1.365 0.945 2.275
H -1.652 2.036 0.786
H -0.626 2.573 2.310
H 0.747 2.465 0.019
H -0.637 0.212 -0.964
H 0.898 -1.228 -2.307
H 2.253 -0.900 -1.114
H 0.759 -1.937 0.800
H -1.028 -2.269 -1.955
*
```

## Properties
orbital gap = 9.67 eV
lowest unoccupied orbital energy = 0.98 eV
structure (SMILES) = CP[C@H]1C[C@@H]1S
molecular weight = 120.2 g mol⁻¹
HOMO energy = -8.7 eV

Results for ΔE to the lowest compared entry with this formula, charge and spin: 100.7, 40.2, 149.7, 55.8 (in kcal per mole, following the order of the records).